A.
{
  "formula": "C2H2N2OS2",
  "method": "ωB97M-V with the def2-TZVPD basis set",
  "species": ["C", "C", "N", "N", "O", "S", "S", "H", "H"],
  "coordinates": [[-0.761, -0.628, -0.083], [-1.268, 0.562, -0.560], [1.391, 0.452, -0.072], [0.538, -0.676, 0.388], [-2.250, 0.995, -1.028], [1.158, -1.788, 1.299], [0.345, 1.739, -0.679], [-1.324, -1.493, 0.242], [2.171, 0.839, 0.493]],
  "multiplicity": 1,
  "orbital_gap_ev": [7.26, 7.26],
  "charge": 0,
  "homo_ev": [-8.84, -8.85]
}

B.
{
  "formula": "C2H2N2OS2",
  "method": "ωB97M-V with the def2-TZVPD basis set",
  "species": ["C", "C", "N", "N", "O", "S", "S", "H", "H"],
  "coordinates": [[1.597, 0.912, 0.149], [3.111, -1.084, -0.479], [0.304, 0.808, 0.242], [-0.444, -0.088, 0.820], [3.445, -0.496, -1.427], [2.735, 1.951, 0.338], [2.730, -1.770, 0.855], [-0.346, 1.402, -0.431], [-1.348, -0.080, 0.345]],
  "multiplicity": 1,
  "orbital_gap_ev": [7.27, 6.54],
  "charge": 0,
  "homo_ev": [-8.15, -7.62]
}

C.
{
  "formula": "C2H2N2OS2",
  "method": "ωB97M-V with the def2-TZVPD basis set",
  "species": ["C", "C", "N", "N", "O", "S", "S", "H", "H"],
  "coordinates": [[-0.141, 0.867, -0.293], [-0.503, 0.881, 1.071], [0.357, -1.261, 0.115], [0.304, -0.281, -0.774], [-0.964, 1.715, 1.792], [0.551, -0.651, -2.505], [-0.120, -0.840, 1.677], [-0.257, 1.717, -0.939], [0.773, -2.146, -0.143]],
  "multiplicity": 1,
  "orbital_gap_ev": [7.70, 7.70],
  "charge": 0,
  "homo_ev": [-8.76, -8.76]
}

D.
{
  "formula": "C2H2N2OS2",
  "method": "ωB97M-V with the def2-TZVPD basis set",
  "species": ["S", "C", "N", "C", "S", "O", "N", "H", "H"],
  "coordinates": [[2.828, -0.618, 0.012], [1.264, -0.184, -0.062], [0.114, -0.964, -0.092], [-0.872, -0.139, -0.024], [-2.569, -0.492, 0.000], [-0.556, 1.172, 0.005], [0.836, 1.142, -0.159], [-2.353, -1.801, -0.070], [1.308, 1.885, 0.390]],
  "multiplicity": 1,
  "orbital_gap_ev": 8.84,
  "charge": 0,
  "smiles": "S=c1nc(S)o[nH]1",
  "homo_ev": -8.79
}

Best to worst by energy: D, C, A, B.

A.
{
  "formula": "C2H8ClN2O2",
  "method": "ωB97M-V with the def2-TZVPD basis set",
  "species": ["C", "C", "N", "N", "O", "O", "Cl", "H", "H", "H", "H", "H", "H", "H", "H"],
  "coordinates": [[0.533, 0.490, 0.368], [-0.213, -0.370, -0.654], [0.265, -1.315, -1.565], [-0.529, 0.748, 1.347], [-1.318, 0.238, -1.093], [-0.881, -1.582, 0.616], [-0.424, -3.167, 0.722], [1.417, 0.075, 0.842], [0.842, 1.480, -0.165], [-0.300, -2.190, -1.775], [1.217, -1.668, -1.413], [-1.330, 0.987, 0.807], [-0.293, 1.357, 2.132], [-0.580, -0.284, 1.543], [-1.790, -0.395, -1.558]],
  "multiplicity": 1,
  "orbital_gap_ev": 9.88,
  "charge": 1,
  "homo_ev": -13.69
}

B.
{
  "formula": "C2H8ClN2O2",
  "method": "ωB97M-V with the def2-TZVPD basis set",
  "species": ["C", "C", "N", "N", "O", "O", "Cl", "H", "H", "H", "H", "H", "H", "H", "H"],
  "coordinates": [[0.328, -0.531, 0.917], [-0.790, 0.069, 0.207], [1.536, 0.296, 0.867], [-1.498, -0.824, -0.506], [-1.162, 1.280, 0.486], [0.707, 0.538, -1.298], [0.323, 0.528, -2.937], [-0.042, -0.628, 1.928], [0.486, -1.536, 0.564], [1.641, 0.344, -0.868], [2.351, -0.016, 1.378], [1.218, 1.176, 1.253], [-0.928, -1.675, -0.853], [-2.276, -0.642, -1.110], [-1.894, 1.622, -0.028]],
  "multiplicity": 1,
  "orbital_gap_ev": 10.29,
  "charge": 1,
  "homo_ev": -14.19
}

Best to worst by energy: B, A.

A.
{
  "formula": "C2H6IN2",
  "method": "ωB97M-V with the def2-TZVPD basis set",
  "species": ["C", "C", "N", "N", "I", "H", "H", "H", "H", "H", "H"],
  "coordinates": [[0.804, 0.337, 0.025], [-2.133, -1.686, 0.157], [0.501, 1.625, 0.115], [2.035, -0.083, -0.220], [-3.174, 0.080, -0.048], [-1.364, -1.781, -0.577], [-2.495, -2.330, 0.864], [-0.377, 1.951, 0.433], [1.093, 2.410, -0.306], [2.262, -0.978, 0.110], [2.849, 0.455, -0.553]],
  "multiplicity": 1,
  "orbital_gap_ev": [4.56, 8.70],
  "charge": 1,
  "homo_ev": [-12.02, -14.19]
}

B.
{
  "formula": "C2H6IN2",
  "method": "ωB97M-V with the def2-TZVPD basis set",
  "species": ["H", "N", "C", "I", "C", "N", "H", "H", "H", "H", "H"],
  "coordinates": [[-0.377, 2.619, 1.265], [0.011, 1.682, 1.256], [-0.445, 0.735, 0.626], [-2.216, 0.776, -0.769], [0.180, -0.693, 0.432], [0.516, -0.749, -0.972], [-0.577, -1.378, 0.757], [1.054, -0.818, 1.132], [1.457, -0.370, -0.875], [-0.171, -0.127, -1.613], [0.568, -1.678, -1.241]],
  "multiplicity": 1,
  "orbital_gap_ev": 10.22,
  "charge": 1,
  "smiles": "[H]/N=C(\\I)C[NH3+]",
  "homo_ev": -14.11
}

Best to worst by energy: B, A.

A.
{
  "formula": "CH3Cl3NP",
  "method": "ωB97M-V with the def2-TZVPD basis set",
  "species": ["C", "N", "P", "Cl", "Cl", "Cl", "H", "H", "H"],
  "coordinates": [[-0.499, -1.267, 0.139], [-0.958, -0.181, -0.472], [-3.252, 0.150, 0.157], [-4.072, -1.660, 0.390], [-4.762, 1.357, 1.154], [-3.817, 0.593, -1.675], [-0.291, -2.152, -0.450], [-1.013, -1.347, 1.136], [0.470, -0.970, 0.424]],
  "multiplicity": 1,
  "orbital_gap_ev": [8.03, 7.69],
  "charge": 0,
  "homo_ev": [-9.56, -8.71]
}

B.
{
  "formula": "CH3Cl3NP",
  "method": "ωB97M-V with the def2-TZVPD basis set",
  "species": ["C", "N", "P", "Cl", "Cl", "Cl", "H", "H", "H"],
  "coordinates": [[-0.014, -0.326, 0.191], [-1.001, -1.239, 0.536], [-2.686, -0.417, 1.600], [-3.563, -2.040, 2.264], [-2.507, 0.775, 3.215], [-4.189, 0.522, 0.592], [0.789, -1.016, -0.107], [0.387, 0.286, 1.012], [-0.238, 0.317, -0.678]],
  "multiplicity": 1,
  "orbital_gap_ev": 7.68,
  "charge": 0,
  "smiles": "CN=P(Cl)(Cl)Cl",
  "homo_ev": -8.28
}

Best to worst by energy: B, A.

A.
{
  "formula": "C6H6N2",
  "method": "ωB97M-V with the def2-TZVPD basis set",
  "species": ["C", "C", "C", "C", "C", "C", "H", "H", "H", "H", "H", "H", "N", "N"],
  "coordinates": [[-1.685, -1.299, 0.598], [0.164, 0.072, -0.220], [0.081, 1.077, 0.751], [0.575, 2.368, 0.652], [1.241, 0.277, -1.209], [2.331, 0.219, -1.825], [-2.177, -0.157, 0.876], [-2.425, -2.024, -0.019], [-1.407, -2.030, 1.719], [-0.093, -1.788, -0.911], [-0.691, 0.966, 1.660], [3.384, 0.020, -2.298], [-0.558, -1.032, -0.322], [1.260, 3.330, 0.548]],
  "multiplicity": 1,
  "orbital_gap_ev": 8.67,
  "charge": 0,
  "homo_ev": -8.45
}

B.
{
  "formula": "C6H6N2",
  "method": "ωB97M-V with the def2-TZVPD basis set",
  "species": ["C", "C", "C", "C", "C", "C", "N", "N", "H", "H", "H", "H", "H", "H"],
  "coordinates": [[0.089, 2.834, 0.493], [-0.068, 1.683, 0.002], [-0.279, 0.300, -0.267], [0.154, -0.515, -1.428], [0.866, -0.655, -0.150], [0.285, -1.691, 0.758], [-0.987, -1.526, 0.926], [-1.446, -0.369, 0.242], [0.365, 3.786, 0.956], [-0.481, -1.301, -1.818], [0.671, 0.100, -2.276], [1.865, -0.241, 0.113], [0.803, -2.511, 1.408], [-1.837, 0.106, 1.040]],
  "multiplicity": 1,
  "orbital_gap_ev": 10.15,
  "charge": 0,
  "smiles": "C#C[C@@]12C[C@@H]1C=NN2",
  "homo_ev": -9.20
}

Best to worst by energy: B, A.

A.
{
  "formula": "C19H22N2O4",
  "method": "ωB97M-V with the def2-TZVPD basis set",
  "species": ["C", "C", "O", "C", "O", "C", "C", "C", "C", "N", "C", "C", "N", "C", "C", "C", "C", "C", "C", "C", "C", "O", "C", "O", "C", "H", "H", "H", "H", "H", "H", "H", "H", "H", "H", "H", "H", "H", "H", "H", "H", "H", "H", "H", "H", "H", "H"],
  "coordinates": [[-3.449, -3.794, -1.659], [-2.280, -3.184, -0.864], [-2.923, -2.126, -0.476], [-2.166, -1.289, 0.425], [-1.050, -1.633, 0.755], [-2.798, 0.090, 0.749], [-3.454, 0.868, -0.397], [-3.833, 2.446, 0.187], [-2.479, 3.115, 0.579], [-1.421, 2.092, 0.678], [-0.310, 2.226, 0.299], [1.012, 1.398, 0.109], [1.276, 0.247, 0.479], [2.644, -0.247, 0.238], [2.511, -1.683, 0.648], [3.679, -2.440, 0.386], [4.797, -1.689, 0.353], [4.921, -0.298, 0.025], [6.296, 0.324, -0.328], [3.674, 0.348, 0.202], [1.586, 2.564, -0.676], [2.690, 2.913, -1.021], [0.307, 3.579, -0.597], [-0.217, 4.362, -1.311], [-1.785, 1.003, 1.890], [-4.504, -3.927, -1.238], [-2.976, -4.793, -2.167], [-3.667, -3.230, -2.517], [-2.011, -3.745, -0.056], [-1.466, -2.988, -1.453], [-3.624, -0.386, 1.578], [-2.643, 0.870, -1.130], [-4.375, 0.267, -0.638], [-4.545, 2.263, 0.927], [-4.287, 2.591, -0.733], [-2.116, 3.615, -0.106], [-2.819, 3.710, 1.675], [0.578, -0.288, 0.649], [1.577, -2.261, 0.615], [3.734, -3.390, 0.601], [5.873, -2.381, 0.226], [6.031, 1.078, -0.789], [6.794, 0.637, 0.578], [6.768, -0.330, -0.860], [3.745, 1.529, -0.399], [-0.916, 0.467, 1.939], [-2.377, 1.502, 2.624]],
  "multiplicity": 1,
  "orbital_gap_ev": 6.93,
  "charge": 0,
  "smiles": "CCOC(=O)[C@@H]1CCCN(c2c(Nc3cccc(C)c3)c(=O)c2=O)C1",
  "homo_ev": -6.66
}

B.
{
  "formula": "C19H22N2O4",
  "method": "ωB97M-V with the def2-TZVPD basis set",
  "species": ["C", "O", "C", "C", "C", "C", "N", "C", "O", "C", "C", "N", "C", "C", "C", "C", "C", "C", "C", "C", "C", "O", "O", "C", "C", "H", "H", "H", "H", "H", "H", "H", "H", "H", "H", "H", "H", "H", "H", "H", "H", "H", "H", "H", "H", "H", "H"],
  "coordinates": [[6.756, 0.052, -0.261], [5.851, -0.932, -0.700], [4.562, -0.870, -0.273], [3.714, -1.879, -0.734], [2.387, -1.916, -0.370], [1.871, -0.935, 0.472], [0.526, -0.897, 0.879], [-0.463, -1.775, 0.634], [-0.336, -2.812, -0.010], [-1.819, -1.373, 1.168], [-2.815, -1.266, -0.019], [-3.713, -0.153, 0.177], [-3.493, 0.963, -0.733], [-4.601, 1.997, -0.547], [-2.131, 1.551, -0.437], [-1.132, 1.561, -1.399], [0.125, 2.065, -1.111], [0.398, 2.568, 0.149], [-0.590, 2.554, 1.121], [-1.845, 2.048, 0.830], [-3.594, -2.584, -0.190], [-4.794, -2.596, -0.260], [-2.856, -3.674, -0.264], [2.712, 0.068, 0.938], [4.045, 0.107, 0.572], [7.710, -0.199, -0.720], [6.865, 0.042, 0.828], [6.451, 1.052, -0.587], [4.126, -2.633, -1.386], [1.748, -2.704, -0.732], [0.279, -0.064, 1.398], [-1.794, -0.413, 1.679], [-2.166, -2.131, 1.875], [-2.233, -1.138, -0.948], [-4.672, -0.489, 0.114], [-3.503, 0.631, -1.790], [-4.664, 2.300, 0.494], [-4.402, 2.873, -1.159], [-5.558, 1.573, -0.841], [-1.338, 1.175, -2.388], [0.893, 2.065, -1.871], [1.375, 2.972, 0.370], [-0.384, 2.945, 2.107], [-2.612, 2.031, 1.589], [-1.874, -3.490, -0.211], [2.322, 0.829, 1.597], [4.667, 0.901, 0.953]],
  "multiplicity": 1,
  "orbital_gap_ev": 8.85,
  "charge": 0,
  "smiles": "COc1ccc(NC(=O)C[C@H](N[C@@H](C)c2ccccc2)C(=O)O)cc1",
  "homo_ev": -8.31
}

Best to worst by energy: B, A.

A.
{
  "formula": "C8H7N3O",
  "method": "ωB97M-V with the def2-TZVPD basis set",
  "species": ["C", "C", "C", "C", "C", "C", "C", "C", "N", "N", "N", "O", "H", "H", "H", "H", "H", "H", "H"],
  "coordinates": [[-0.308, 1.925, -1.598], [0.016, 1.603, -2.912], [0.255, 0.899, -0.827], [0.610, -1.640, 0.682], [0.210, 0.709, 0.572], [-0.558, -1.848, 1.549], [-1.318, -0.557, 1.698], [0.005, -0.674, 2.359], [0.726, 0.485, -2.965], [0.857, 0.066, -1.722], [0.893, -0.325, 1.218], [1.274, -2.309, -0.055], [-0.880, 2.756, -1.240], [-0.229, 2.135, -3.809], [-0.040, 1.557, 1.189], [-0.968, -2.806, 1.816], [-2.274, -0.534, 2.189], [0.351, -0.665, 3.377], [1.378, -0.778, -1.519]],
  "multiplicity": 1,
  "orbital_gap_ev": [7.30, 7.30],
  "charge": 0,
  "homo_ev": [-7.81, -7.81]
}

B.
{
  "formula": "C8H7N3O",
  "method": "ωB97M-V with the def2-TZVPD basis set",
  "species": ["O", "C", "N", "N", "C", "N", "C", "C", "C", "C", "C", "C", "H", "H", "H", "H", "H", "H", "H"],
  "coordinates": [[-0.943, -2.381, -1.484], [-1.450, -1.297, -1.301], [-2.630, -0.729, -1.844], [-3.097, 0.467, -1.373], [-2.125, 0.759, -0.515], [-1.188, -0.291, -0.378], [0.025, -0.021, 0.292], [0.975, -1.054, 0.311], [2.339, -0.761, 0.688], [2.615, 0.543, 1.178], [1.645, 1.467, 1.339], [0.313, 1.223, 0.829], [-3.358, -1.225, -2.440], [-2.039, 1.696, -0.025], [0.542, -2.129, 0.054], [3.166, -1.523, 0.531], [3.687, 0.907, 1.412], [1.990, 2.391, 1.736], [-0.467, 1.956, 0.992]],
  "multiplicity": 1,
  "orbital_gap_ev": 9.55,
  "charge": 0,
  "smiles": "O=c1[nH]ncn1-c1ccccc1",
  "homo_ev": -8.88
}

C.
{
  "formula": "C8H7N3O",
  "method": "ωB97M-V with the def2-TZVPD basis set",
  "species": ["C", "C", "C", "C", "C", "C", "C", "C", "H", "H", "H", "H", "H", "H", "H", "N", "N", "N", "O"],
  "coordinates": [[0.003, -0.071, 2.371], [-2.056, -0.090, 1.195], [0.051, -0.100, -0.195], [0.127, 1.206, -0.828], [0.790, 1.229, -2.062], [1.387, 0.165, -2.621], [1.229, -1.049, -1.871], [0.667, -1.126, -0.752], [-0.959, -0.439, 3.999], [-2.819, 0.012, 0.507], [-0.446, 1.963, -0.461], [0.828, 2.405, -2.420], [1.667, 0.334, -3.544], [2.013, -2.080, -2.436], [0.453, -1.969, -0.100], [-1.110, -0.106, 3.082], [-2.255, -0.203, 2.527], [-0.679, -0.043, 1.074], [1.107, -0.037, 2.535]],
  "multiplicity": 1,
  "orbital_gap_ev": 9.37,
  "charge": 0,
  "homo_ev": -8.60
}

Best to worst by energy: B, C, A.

A.
{
  "formula": "CH3N5O",
  "method": "ωB97M-V with the def2-TZVPD basis set",
  "species": ["C", "H", "H", "H", "N", "N", "N", "N", "N", "O"],
  "coordinates": [[0.002, 0.253, -0.167], [-2.600, 0.498, -1.602], [-0.799, -0.804, 1.907], [1.788, -0.031, -1.292], [-0.804, -0.127, -1.201], [-0.096, 0.307, 1.245], [1.310, -0.126, 1.572], [2.019, -0.054, 0.572], [1.296, 0.384, -0.443], [-2.117, -0.299, -0.591]],
  "multiplicity": 1,
  "orbital_gap_ev": 8.19,
  "charge": 0,
  "homo_ev": -8.81
}

B.
{
  "formula": "CH3N5O",
  "method": "ωB97M-V with the def2-TZVPD basis set",
  "species": ["H", "N", "C", "O", "N", "N", "N", "N", "H", "H"],
  "coordinates": [[0.004, 2.021, -0.061], [-1.115, 1.768, -0.109], [-0.912, 0.482, -0.049], [-1.890, -0.260, 0.098], [-1.483, -1.520, 0.068], [-0.303, -1.579, -0.224], [0.238, -0.346, -0.341], [1.559, -0.045, 0.143], [2.083, -0.172, -0.655], [1.819, -0.348, 1.130]],
  "multiplicity": 1,
  "orbital_gap_ev": 9.87,
  "charge": 0,
  "smiles": "[H]/N=c1/onnn1N",
  "homo_ev": -9.51
}

Best to worst by energy: B, A.